*w*
CH3NOS | wB97M-V/def2-TZVPD

**E_HOMO**: -9.92 eV
**Structure (SMILES)**: O=CNS
**LUMO level**: -0.08 eV

```
! wB97M-V def2-TZVPD RIJCOSX def2/J DEFGRID3
* xyz 0 1
C 1.07 -0.38 0.09
H -2.21 0.58 0.62
H -0.07 1.36 -0.54
H 0.78 -1.30 0.53
N -0.06 0.38 -0.03
O 2.22 -0.25 -0.39
S -1.72 -0.38 -0.29
*
```



*x*
CH3NOS | wB97M-V/def2-TZVPD

**E_HOMO**: -8.51 eV
**Structure (SMILES)**: ONC=S
**LUMO level**: -0.24 eV

```
! wB97M-V def2-TZVPD RIJCOSX def2/J DEFGRID3
* xyz 0 1
C -0.86 0.37 -0.37
N 0.12 -0.31 0.14
O 1.42 -0.03 -0.29
S -2.44 0.10 -0.01
H -0.43 1.14 -1.14
H 0.23 -0.84 1.00
H 1.96 -0.43 0.66
*
```



*y*
CH3NOS | wB97M-V/def2-TZVPD

**E_HOMO**: -8.39 eV
**LUMO level**: -0.66 eV

```
! wB97M-V def2-TZVPD RIJCOSX def2/J DEFGRID3
* xyz 0 1
C 1.32 -0.05 0.27
N -2.22 -1.08 0.01
O 0.60 0.74 -0.29
S -1.72 0.32 0.21
H 2.02 -0.68 -0.31
H 1.82 0.08 1.23
H -1.82 0.68 -1.10
*
```



*z*
CH3NOS | wB97M-V/def2-TZVPD

**E_HOMO**: -9.81 eV
**LUMO level**: 0.22 eV

```
! wB97M-V def2-TZVPD RIJCOSX def2/J DEFGRID3
* xyz 0 1
C 0.02 0.66 1.00
N 0.46 -0.44 0.62
O -0.25 0.20 -1.86
S 0.47 -0.84 -1.10
H 0.27 0.93 2.11
H -0.30 1.40 0.19
H -0.67 -1.91 -0.96
*
```



Quick one: most stable of them? *w*



*w*
C3H3IN2O | wB97M-V/def2-TZVPD

**E_HOMO (spin up / spin down)**: -10.17 / -10.08 eV
**LUMO level (spin up / spin down)**: -4.89 / -4.94 eV

```
! wB97M-V def2-TZVPD RIJCOSX def2/J DEFGRID3
* xyz 0 1
C -1.84 2.42 -0.48
C -1.51 -0.54 -0.44
C -0.20 0.22 -0.07
N -1.90 3.53 -0.23
N -2.48 -0.23 0.41
O -1.55 -1.33 -1.35
I -4.41 -0.40 0.15
H -0.13 0.63 0.88
H 0.68 -0.41 -0.29
H -0.06 1.12 -0.64
*
```



*x*
C3H3IN2O | wB97M-V/def2-TZVPD

**E_HOMO**: -9.39 eV
**Structure (SMILES)**: Cc1nnoc1I
**LUMO level**: 0.01 eV

```
! wB97M-V def2-TZVPD RIJCOSX def2/J DEFGRID3
* xyz 0 1
C -0.05 -0.06 0.32
C -0.87 -0.44 -0.82
C 1.32 0.62 0.34
N -0.76 -0.55 1.36
N -1.84 -1.03 1.01
O -2.02 -1.01 -0.38
I -0.68 -0.04 -2.87
H 1.71 0.58 -0.72
H 1.20 1.62 0.51
H 1.99 0.30 1.25
*
```



Quick one: most stable of them? *x*



*w*
H2 | wB97M-V/def2-TZVPD

**E_HOMO**: -14.47 eV
**Structure (SMILES)**: [H][H]
**LUMO level**: 2.58 eV

```
! wB97M-V def2-TZVPD RIJCOSX def2/J DEFGRID3
* xyz 0 1
H 0.13 0.00 0.35
H -0.13 0.00 -0.35
*
```



*x*
H2 | wB97M-V/def2-TZVPD

**E_HOMO**: -12.29 eV
**LUMO level**: 0.81 eV

```
! wB97M-V def2-TZVPD RIJCOSX def2/J DEFGRID3
* xyz 0 1
H 0.00 0.00 0.61
H 0.00 0.00 -0.61
*
```



Quick one: most stable of them? *w*



*w*
C3H7BrNO | wB97M-V/def2-TZVPD

**E_HOMO**: -14.92 eV
**LUMO level**: -3.83 eV

```
! wB97M-V def2-TZVPD RIJCOSX def2/J DEFGRID3
* xyz 1 1
C 1.22 -0.51 -0.40
C 0.58 0.74 -0.99
C -0.25 0.48 0.99
N 0.63 -0.47 0.93
O -0.24 1.33 0.08
Br -2.57 -1.00 -0.34
H 0.78 -1.50 -0.68
H 2.24 -0.49 -0.24
H 1.29 1.64 -1.27
H -0.06 0.57 -1.74
H -0.80 0.81 1.79
H -3.83 -0.59 0.17
H 1.02 -1.01 1.69
*
```



*x*
C3H7BrNO | wB97M-V/def2-TZVPD

**E_HOMO**: -14.93 eV
**Structure (SMILES)**: Br[C@H]1[NH2+]CCO1
**LUMO level**: -4.02 eV

```
! wB97M-V def2-TZVPD RIJCOSX def2/J DEFGRID3
* xyz 1 1
C -0.69 -0.41 0.67
C -0.50 1.15 0.53
C 0.89 0.13 -0.82
N -0.03 -0.99 -0.53
O 0.25 1.28 -0.65
Br 2.55 -0.17 0.31
H -0.14 -0.72 1.54
H -1.67 -0.82 0.90
H -1.41 1.80 0.35
H -0.08 1.67 1.48
H 1.30 0.09 -1.94
H 0.26 -1.98 -0.41
H -0.74 -1.02 -1.44
*
```



Quick one: most stable of them? *w*



*w*
C4H13NO2S | wB97M-V/def2-TZVPD

**E_HOMO**: -8.18 eV
**LUMO level**: -3.61 eV

```
! wB97M-V def2-TZVPD RIJCOSX def2/J DEFGRID3
* xyz 0 1
C 0.30 -1.12 -0.61
C 0.25 0.34 0.00
C 1.55 0.88 0.68
S 3.03 0.05 0.14
N -0.94 0.56 0.78
C -2.07 0.98 -0.09
O -2.19 0.20 -1.24
H 1.36 -1.53 -0.66
H -0.05 -1.06 -1.67
H -0.49 -1.83 -0.23
H 0.25 0.88 -0.98
H 1.60 2.09 0.42
H 1.58 0.79 1.79
H 1.86 2.71 -0.04
H -1.27 -0.42 1.06
H -2.97 0.79 0.53
H -1.97 2.08 -0.26
H -2.52 -0.76 -0.77
H 1.71 -1.41 0.73
H -3.24 -2.18 0.49
O -2.49 -1.62 0.33
*
```



*x*
C4H13NO2S | wB97M-V/def2-TZVPD

**E_HOMO**: -9.00 eV
**LUMO level**: -3.41 eV

```
! wB97M-V def2-TZVPD RIJCOSX def2/J DEFGRID3
* xyz 0 1
C -0.24 -0.14 1.88
N 0.97 -0.17 1.24
C 1.19 -0.72 -0.06
O 1.48 0.30 -1.01
C -1.48 -0.87 1.38
C -1.94 -0.11 0.17
S -2.34 1.49 0.66
H -0.26 -0.32 2.96
H -0.66 0.95 1.87
H 1.66 -1.16 -7.00
H 0.39 -1.32 -0.47
H 2.08 -1.38 0.01
H 1.79 1.08 -0.51
H -2.16 -0.67 2.23
H -1.52 -1.96 1.27
H -2.78 -0.68 -0.27
H -1.23 -0.20 -0.65
H 1.51 -0.43 -7.02
H 1.18 1.28 1.22
H 0.77 2.76 1.02
O 1.59 2.25 1.08
*
```



Quick one: most stable of them? *x*



*w*
C2H7OPS | wB97M-V/def2-TZVPD

**E_HOMO**: -9.00 eV
**Structure (SMILES)**: CO[P@H](C)=S
**LUMO level**: 0.78 eV

```
! wB97M-V def2-TZVPD RIJCOSX def2/J DEFGRID3
* xyz 0 1
C 1.04 -1.30 -0.21
C -0.12 1.25 0.51
O -0.38 -1.38 0.02
P -1.17 0.01 -0.32
S -2.99 -0.03 0.20
H 1.25 -0.75 -1.16
H 1.52 -2.30 -0.13
H 1.56 -0.68 0.48
H -0.23 2.18 0.01
H -0.51 1.39 1.61
H 0.96 1.07 0.52
H -0.92 0.53 -1.53
*
```



*x*
C2H7OPS | wB97M-V/def2-TZVPD

**E_HOMO**: -9.00 eV
**Structure (SMILES)**: OC[C@@H](P)S
**LUMO level**: 0.79 eV

```
! wB97M-V def2-TZVPD RIJCOSX def2/J DEFGRID3
* xyz 0 1
C -0.76 -0.64 -0.04
C 0.25 0.49 0.41
O -2.08 -0.17 0.17
P 2.05 0.23 0.04
S -0.29 2.09 -0.42
H -0.50 -0.95 -1.04
H -0.57 -1.44 0.75
H 0.06 0.80 1.43
H -2.79 -0.76 -0.18
H 1.62 -0.88 -0.82
H 2.42 -0.74 1.08
H 0.60 1.97 -1.37
*
```



Quick one: most stable of them? *w*



*w*
C6H17NO | wB97M-V/def2-TZVPD

**E_HOMO**: -8.95 eV
**Structure (SMILES)**: CCCCN(C)C.O
**LUMO level**: 0.81 eV

```
! wB97M-V def2-TZVPD RIJCOSX def2/J DEFGRID3
* xyz 0 1
C 0.77 0.58 -0.83
C 0.73 0.51 -2.32
C 0.00 -0.69 -3.06
C -0.46 -0.17 -0.22
N -0.45 0.08 1.17
C -1.63 0.68 1.60
C -0.21 -1.17 1.87
H 0.68 1.68 -0.57
H 1.67 0.26 -0.42
H 0.26 1.44 -2.57
H 1.72 0.56 -2.84
H 0.61 -1.55 -3.15
H -0.96 -0.87 -2.56
H -0.22 -0.37 -4.04
H -1.42 0.23 -0.76
H -0.26 -1.23 -0.57
H -2.54 0.18 1.48
H -1.85 1.48 0.75
H -1.64 1.26 2.53
H -0.20 -1.09 2.92
H 0.98 -1.53 1.72
H -0.78 -2.00 1.56
H 2.00 0.15 3.34
H 1.19 0.74 2.30
O 2.00 0.83 2.67
*
```



*x*
C6H17NO | wB97M-V/def2-TZVPD

**E_HOMO**: -8.82 eV
**Structure (SMILES)**: CCCNCCC.O
**LUMO level**: 0.96 eV

```
! wB97M-V def2-TZVPD RIJCOSX def2/J DEFGRID3
* xyz 0 1
C 0.99 0.35 -1.45
C 2.48 0.56 -1.80
C 0.76 -0.58 -0.26
N 0.07 0.12 0.85
C -0.82 -0.78 1.66
C -2.27 -0.79 1.22
C -2.55 -1.43 -0.16
H 0.50 1.31 -1.40
H 0.59 -0.11 -2.36
H 3.07 -0.31 -1.53
H 2.63 0.83 -2.83
H 2.94 1.35 -1.19
H 1.70 -0.89 0.19
H 0.25 -1.49 -0.55
H -0.52 0.88 0.57
H -0.76 -0.34 2.65
H -0.46 -1.80 1.62
H -2.87 -1.37 1.94
H -2.76 0.19 1.30
H -3.49 -1.02 -0.54
H -2.44 -2.50 -0.15
H -1.80 -1.08 -0.87
H 1.69 2.41 1.55
H 1.46 3.15 0.29
O 1.59 3.32 1.23
*
```



*y*
C6H17NO | wB97M-V/def2-TZVPD

**E_HOMO**: -8.23 eV
**Structure (SMILES)**: CCNCC(C)C.O
**LUMO level**: 0.63 eV

```
! wB97M-V def2-TZVPD RIJCOSX def2/J DEFGRID3
* xyz 0 1
C -0.02 -1.71 -1.19
N -0.26 -0.39 -1.78
C -0.97 0.65 -1.00
C -0.33 1.69 -0.19
C -0.62 1.69 1.43
C -0.60 3.16 -0.80
C 1.41 -2.05 -0.62
H -0.39 -2.42 -1.91
H -0.54 -1.83 -0.16
H 0.40 -0.28 -2.57
H -1.73 1.18 -1.71
H -1.83 -0.01 -0.43
H 0.75 1.59 -0.35
H -1.38 0.89 1.70
H 0.13 1.24 2.02
H -0.95 2.67 1.71
H -0.85 3.80 -0.02
H -1.42 3.26 -1.58
H 0.20 3.65 -1.24
H 1.54 -1.83 0.49
H 2.21 -1.35 -0.90
H 1.50 -3.11 -0.76
H 0.95 -3.20 3.92
H 1.10 -3.96 2.73
O 1.70 -3.36 3.19
*
```



*z*
C6H17NO | wB97M-V/def2-TZVPD

**E_HOMO**: -8.62 eV
**Structure (SMILES)**: CCCCCNC.O
**LUMO level**: 0.75 eV

```
! wB97M-V def2-TZVPD RIJCOSX def2/J DEFGRID3
* xyz 0 1
C -2.44 0.23 0.85
C -0.94 0.16 0.85
C -0.28 0.79 -0.34
C -0.16 -0.14 -1.60
C 1.01 -1.19 -1.56
N 2.35 -0.66 -1.80
C 2.46 0.23 -2.97
H -2.91 -0.50 1.44
H -2.85 0.04 -0.16
H -2.81 1.14 1.17
H -0.49 0.52 1.75
H -0.66 -0.91 0.82
H -0.82 1.62 -0.79
H 0.70 1.13 -0.04
H -0.10 0.45 -2.48
H -0.97 -0.92 -1.59
H 0.80 -1.81 -2.40
H 1.04 -1.69 -0.56
H 3.02 -1.44 -1.92
H 1.73 1.07 -2.85
H 3.52 0.61 -2.96
H 2.22 -0.14 -3.90
H -1.21 1.15 6.66
H -0.84 -0.25 7.09
O -1.36 0.51 7.32
*
```



Quick one: most stable of them? *x*



*w*
C4H2ClO2 | wB97M-V/def2-TZVPD

**E_HOMO**: -3.66 eV
**Structure (SMILES)**: O=C=C=C([O-])CCl
**LUMO level**: 3.47 eV

```
! wB97M-V def2-TZVPD RIJCOSX def2/J DEFGRID3
* xyz -1 1
C -0.24 -0.98 -0.86
C 0.73 -1.75 -1.18
C -0.67 -0.17 0.26
C -0.10 1.16 0.58
O 1.77 -2.31 -1.59
O -1.48 -0.53 1.10
Cl -0.38 2.63 -0.35
H 0.86 0.60 0.48
H -0.51 1.34 1.56
*
```



*x*
C4H2ClO2 | wB97M-V/def2-TZVPD

**E_HOMO**: -2.55 eV
**Structure (SMILES)**: C=C([O-])C(Cl)=C=O
**LUMO level**: 3.46 eV

```
! wB97M-V def2-TZVPD RIJCOSX def2/J DEFGRID3
* xyz -1 1
C -0.08 0.84 -0.21
C 0.50 1.98 -0.50
C 0.41 -0.66 -0.03
C -0.40 -1.68 0.50
O 1.08 2.89 -1.00
O 1.63 -0.81 -0.23
Cl -1.73 1.29 0.34
H -1.29 -1.25 0.83
H -0.12 -2.61 0.31
*
```



Quick one: most stable of them? *w*